Entry 1:
Density functional theory data (ωB97M-V/def2-TZVPD) for a cluster of 3 separate species, C2H9N4O in total in a non-equilibrium geometry.

```
16
Properties=species:S:1:pos:R:3:mulliken_charge:R:1
C 0.57 0.53 -2.10 0.2589
C -2.20 -1.06 0.99 -0.7068
N 0.14 0.21 -3.26 -0.4195
N 1.20 0.75 -1.13 -0.4259
N -0.97 -0.38 1.04 0.1943
N 1.89 0.66 1.34 -0.5601
O -0.68 0.03 2.16 -0.4467
H -1.97 -2.09 0.52 0.2732
H -2.69 -0.41 0.34 0.2687
H -2.70 -1.28 1.89 0.4012
H -0.85 -0.02 -3.18 0.2702
H 0.48 0.68 -4.11 0.2826
H 1.64 0.92 0.32 0.4776
H 2.53 -0.15 1.17 0.3818
H 2.52 1.26 1.98 0.3905
H 1.08 0.35 2.04 0.3598
```

Values from the calculation:
HOMO energy   -13.65 eV
Charge   +1
E_LUMO   -4.1 eV
Total energy   -375.514842 hartree
Frontier orbital gap   9.6 eV



Entry 2:
Density functional theory data (ωB97M-V/def2-TZVPD) for a structure of composition BaH18O9.

```
28
Properties=species:S:1:pos:R:3:mulliken_charge:R:1
Ba -9.83 6.86 20.41 1.6132
O -10.25 9.16 21.88 -0.5246
H -10.77 9.07 22.70 0.2684
H -9.67 9.91 22.05 0.2848
O -9.93 6.47 17.83 -0.5019
H -10.21 7.08 17.12 0.2624
H -9.66 5.66 17.37 0.2560
O -10.05 4.06 20.47 -0.5221
H -9.22 3.59 20.61 0.2803
H -10.64 3.43 20.03 0.2820
O -7.94 8.69 19.21 -0.4976
H -7.22 8.28 18.70 0.2799
H -7.98 9.60 18.89 0.2712
O -12.60 6.33 20.41 -0.5064
H -13.37 6.46 20.98 0.2631
H -12.91 5.74 19.71 0.2880
O -11.16 5.92 22.93 -0.4886
H -11.38 6.30 23.79 0.2663
H -11.67 5.10 22.88 0.2782
O -7.34 5.36 19.77 -0.4747
H -7.31 5.00 18.87 0.2682
H -6.41 5.41 20.03 0.2643
O -8.04 6.54 22.55 -0.4945
H -7.11 6.39 22.31 0.2587
H -8.12 6.20 23.45 0.2785
O -11.56 8.71 19.05 -0.5540
H -12.52 8.70 19.01 0.2885
H -11.33 9.56 19.45 0.3122
```

Values from the calculation:
HOMO energy   -18.07 eV
Charge   +2
E_LUMO   -5.9 eV
Total energy   -713.093814 hartree
Frontier orbital gap   12.2 eV



Entry 3:
Density functional theory data (ωB97M-V/def2-TZVPD) for a cluster of 13 separate species, C22H70O21 in total in a non-equilibrium geometry.

```
113
Properties=species:S:1:pos:R:3:mulliken_charge:R:1
C 3.41 3.42 3.63 -1.3957
C 2.98 1.99 3.63 1.5097
O 1.80 1.85 4.37 -0.5734
H 3.68 3.73 4.60 0.4531
H 2.61 4.09 3.28 0.1642
H 4.25 3.59 2.96 0.3553
H 3.77 1.44 4.16 0.3083
H 2.89 1.60 2.63 -1.0291
H 1.60 0.90 4.44 0.1987
C 0.35 3.37 -3.53 0.2278
C -0.88 2.50 -3.77 -0.1133
O -1.67 2.58 -2.65 -0.4543
O -0.15 4.55 -2.90 -0.7938
H 0.85 3.69 -4.45 0.3584
H 1.07 2.86 -2.88 -0.4220
H -0.60 1.49 -3.92 -0.0763
H -1.39 2.89 -4.69 0.4049
H -1.47 3.50 -2.33 0.3800
H 0.50 4.77 -2.21 0.3632
C 4.06 -0.46 -0.09 -0.2672
C 4.23 -0.61 1.41 -0.0538
O 4.91 -1.87 1.62 -0.6345
O 3.16 -1.43 -0.56 -0.4866
H 5.04 -0.58 -0.51 0.6684
H 3.70 0.59 -0.26 -0.1490
H 3.28 -0.56 1.92 -0.1591
H 4.91 0.19 1.72 0.3604
H 4.77 -2.21 2.53 0.3510
H 2.26 -1.13 -0.34 0.3716
C -3.28 -2.22 -4.64 -0.7601
C -2.59 -1.84 -3.36 0.8918
O -1.51 -2.78 -3.13 -0.4819
O -2.32 -1.97 -5.66 -0.5377
H -4.12 -1.59 -4.78 0.3521
H -3.53 -3.29 -4.62 0.3926
H -3.28 -1.87 -2.52 -0.0097
H -2.17 -0.84 -3.44 -0.4176
H -1.13 -3.02 -4.01 0.3454
H -2.59 -2.55 -6.42 0.3075
C 1.44 4.03 0.09 -0.2441
C 2.44 2.94 -0.04 1.8827
O 3.76 3.53 -0.08 -0.6897
O 1.69 5.10 -0.76 -0.6611
H 1.46 4.41 1.11 0.0245
H 0.44 3.71 -0.06 0.2068
H 2.29 2.39 -0.97 -0.5206
H 2.38 2.25 0.85 -0.6567
H 4.33 3.12 -0.72 0.3657
H 2.53 5.50 -0.62 0.3411
C 2.09 0.04 -4.14 -0.4473
C 3.53 -0.46 -4.00 -0.2739
O 4.34 0.62 -3.66 -0.6110
O 1.54 0.46 -2.84 0.2028
H 1.47 -0.76 -4.52 0.3225
H 2.10 0.92 -4.86 0.2589
H 3.93 -0.88 -4.94 0.4074
H 3.47 -1.26 -3.24 0.0295
H 4.49 0.66 -2.73 0.3165
H 1.50 -0.34 -2.31 -0.3803
C -4.96 -3.17 0.30 -0.3330
C -4.24 -3.70 1.58 -0.0367
O -5.22 -4.49 2.20 -0.5580
O -6.16 -2.46 0.59 -0.5550
H -5.14 -4.04 -0.33 0.3250
H -4.18 -2.49 -0.08 0.1079
H -4.00 -2.77 2.14 0.0284
H -3.30 -4.17 1.28 0.3387
H -4.71 -5.01 2.88 0.3174
H -6.77 -3.17 0.80 0.3425
C -1.36 -0.22 -0.54 -0.2455
C -0.15 0.50 -0.02 0.9624
O 0.78 -0.52 0.38 1.2080
O -2.00 -1.02 0.44 -0.3279
H -1.08 -0.89 -1.38 -0.2643
H -2.12 0.49 -0.98 0.2362
H -0.48 1.10 0.82 -0.3996
H 0.16 1.12 -0.86 -0.4260
H 0.49 -1.01 1.17 -0.4320
H -1.38 -1.72 0.65 0.0388
C 0.29 -2.36 4.12 -0.6853
C 1.24 -2.89 3.16 -0.1630
O 0.52 -2.88 1.91 -0.4735
O 0.43 -0.91 4.08 -0.3872
H 0.47 -2.66 5.13 0.4583
H -0.74 -2.65 3.85 0.2562
H 1.58 -3.88 3.42 0.5361
H 2.17 -2.31 3.15 -0.0320
H 1.14 -3.22 1.25 0.0959
H -0.49 -0.66 4.10 0.2911
C -2.41 0.85 3.91 -0.5322
O -2.17 -0.49 3.46 -0.7554
H -3.45 1.11 3.76 0.3925
H -2.13 0.86 4.97 0.2663
H -1.78 1.54 3.32 0.0633
H -2.20 -0.51 2.49 0.3993
C 1.73 -4.36 -1.07 -0.4875
O 2.57 -4.01 0.02 -0.6719
H 0.95 -3.61 -1.28 0.0575
H 2.25 -4.73 -1.97 0.3109
H 1.20 -5.28 -0.69 0.2676
H 3.03 -3.15 -0.09 0.4611
C -5.69 0.17 -1.68 -0.3608
O -5.88 -1.09 -2.27 -0.5167
H -6.17 0.29 -0.71 0.2941
H -4.62 0.42 -1.73 0.0277
H -6.17 0.89 -2.39 0.2712
H -6.10 -1.69 -1.55 0.3162
C -0.56 4.27 3.38 -0.4046
O -0.51 3.38 4.46 -0.5460
H 0.41 4.82 3.23 0.1573
H -0.81 3.71 2.47 0.0343
H -1.25 5.06 3.47 0.3920
H 0.29 2.85 4.45 0.5170
```

Values from the calculation:
HOMO energy   -9.82 eV
Charge   0
E_LUMO   0.3 eV
Total energy   -2460.045120 hartree
Frontier orbital gap   10.1 eV